Version w
Here is the ion C3H3N2O2 with charge -1 from OMol25. Energies are from the ωB97M-V functional and the def2-TZVPD basis.

```
10
Properties=species:S:1:pos:R:3
C -2.0358 0.1236 0.7588
N -1.2311 -0.5036 -0.2573
C -0.0017 -0.3295 -0.3802
N 1.1170 -0.2981 -0.7720
C 2.6829 -0.0690 -0.7245
O 2.9428 1.0312 -0.2453
O 3.1937 -0.9835 -1.2457
H -2.7952 0.8359 0.2727
H -2.5762 -0.6251 1.2852
H -1.2966 0.8181 1.3083
```

2S+1: 1
charge: -1
LUMO level: 3.97 eV
SMILES string: CN=C=NC(=O)[O-]
HOMO: -4.30 eV
gap between HOMO and LUMO: 8.268 eV

***

Version x
Here is the ion C3H3N2O2 with charge -1 from OMol25. Energies are from the ωB97M-V functional and the def2-TZVPD basis.

```
10
Properties=species:S:1:pos:R:3
C -0.5969 0.6327 -0.3605
C 1.3563 -0.6691 -0.1145
C 1.8863 0.6931 0.2228
N -0.0290 1.6524 -0.0120
N -0.0474 -0.6363 -0.5249
O 2.8999 1.2438 -0.2443
O 1.8827 -1.7708 -0.0056
H -1.6113 0.5542 -0.5878
H 1.4750 0.7936 1.2286
H -0.4029 -1.5753 -0.3807
```

2S+1: 1
charge: -1
LUMO level (spin up / spin down): 4.12 / 4.12 eV
HOMO (spin up / spin down): -3.05 / -3.05 eV
gap between HOMO and LUMO (spin up / spin down): 7.172 / 7.172 eV

***

Most stable one: version w, least stable one: version x.